(1)
HNO2 | the ωB97M-V functional and the def2-TZVPD basis

Summary:
Molecular weight (g mol⁻¹): 47.01
Max |F| (eV/Å): 2.89
HOMO energy (eV): -10.9
LUMO level (eV): 0.213
DFT total energy (eV): -5598.37436

Structure (XYZ):
```
4
Properties=species:S:1:pos:R:3:forces:R:3:mulliken_charge:R:1
H 0.84325 0.86830 0.08516 -0.5 -2.8 -0.5 0.34
N -0.42353 -0.73808 -0.00120 1.1 0.2 -0.3 0.39
O -1.27647 0.04739 -0.03726 -0.8 0.5 0.2 -0.35
O 0.85675 -0.17760 -0.04669 0.3 2.0 0.6 -0.37
```
Positions in Å, forces in eV/Å.



(2)
HNO2S | the ωB97M-V functional and the def2-TZVPD basis

Summary:
Molecular weight (g mol⁻¹): 79.08
Max |F| (eV/Å): 4.10
HOMO energy (alpha / beta) (eV): -9.7 / -9.7
LUMO level (alpha / beta) (eV): -0.676 / -1.644
DFT total energy (eV): -16432.28922

Structure (XYZ):
```
5
Properties=species:S:1:pos:R:3:forces:R:3:mulliken_charge:R:1
N -0.13711 0.90106 0.01184 2.4 -3.2 0.8 0.10
O -2.09546 -0.67100 0.01638 0.1 1.4 0.1 -0.45
O 1.02178 1.49159 0.00985 -3.6 0.1 -0.2 -0.42
S -1.92239 0.80389 -0.01854 1.3 -0.1 -0.2 0.48
H 0.00201 -0.17350 0.18870 -0.2 1.8 -0.5 0.29
```
Positions in Å, forces in eV/Å.



(3)
HNOP2 | the ωB97M-V functional and the def2-TZVPD basis

Summary:
Molecular weight (g mol⁻¹): 92.96
Max |F| (eV/Å): 1.94
HOMO energy (eV): -8.6
LUMO level (eV): -1.056
DFT total energy (eV): -22130.03181

Structure (XYZ):
```
5
Properties=species:S:1:pos:R:3:forces:R:3:mulliken_charge:R:1
N -0.41303 -0.35277 -0.14806 0.4 -0.8 0.4 -0.29
O 0.32064 -2.03227 -2.28730 -0.5 -0.3 0.0 -0.48
P -0.70268 -2.15875 -1.21398 1.3 -0.3 0.2 0.36
P -1.60134 -0.16092 -1.13555 -1.2 1.3 -0.7 0.13
H 0.11366 0.35448 0.34420 0.0 0.1 0.2 0.27
```
Positions in Å, forces in eV/Å.



(4)
HO | the ωB97M-V functional and the def2-TZVPD basis

Summary:
Molecular weight (g mol⁻¹): 17.01
Max |F| (eV/Å): 0.28
HOMO energy (alpha / beta) (eV): -12.6 / -11.8
LUMO level (alpha / beta) (eV): 1.205 / -2.076
2S+1: 2
DFT total energy (eV): -2061.05754

Structure (XYZ):
```
2
Properties=species:S:1:pos:R:3:forces:R:3:mulliken_charge:R:1
O -0.24080 -0.42641 -0.01066 0.1 0.2 0.0 -0.34
H 0.24080 0.42641 0.01066 -0.1 -0.2 0.0 0.34
```
Positions in Å, forces in eV/Å.



(5)
HO2P | the ωB97M-V functional and the def2-TZVPD basis

Summary:
Molecular weight (g mol⁻¹): 63.98
Max |F| (eV/Å): 2.36
HOMO energy (eV): -9.5
LUMO level (eV): -1.852
DFT total energy (eV): -13394.56650

Structure (XYZ):
```
4
Properties=species:S:1:pos:R:3:forces:R:3:mulliken_charge:R:1
O 0.91025 -0.17383 0.00110 0.6 0.0 0.0 0.09
O 0.77075 1.12849 -0.00070 0.7 1.9 0.0 -0.44
P -0.37123 -1.01436 -0.00045 -1.4 -1.9 0.0 0.25
H -1.30977 0.05970 0.00005 0.1 0.0 0.0 0.10
```
Positions in Å, forces in eV/Å.



(6)
HO3P2S2 | the ωB97M-V functional and the def2-TZVPD basis

Summary:
Molecular weight (g mol⁻¹): 175.09
Max |F| (eV/Å): 1.96
HOMO energy (eV): -3.9
LUMO level (eV): 3.386
Charge: -1
DFT total energy (eV): -46411.39978

Structure (XYZ):
```
8
Properties=species:S:1:pos:R:3:forces:R:3:mulliken_charge:R:1
O 1.15981 -2.19420 1.37001 -0.4 0.5 -0.5 -0.52
O -0.26724 0.62898 0.37796 -0.5 0.4 0.2 -0.45
O 1.20711 2.22740 1.62290 0.2 0.1 0.4 -0.66
P 2.21863 -1.18480 1.05028 0.7 0.9 0.0 0.19
P 1.25225 1.02319 0.77556 -0.4 -0.3 -0.2 0.60
S 2.30387 -0.55071 -1.21777 0.0 -1.9 -0.5 -0.29
S 2.10937 1.46711 -1.14860 0.1 0.7 0.6 -0.21
H -0.41778 -0.28627 0.14242 0.3 -0.5 -0.1 0.35
```
Positions in Å, forces in eV/Å.